The following is a DFT calculation (ωB97M-V/def2-TZVPD) of a 9-piece molecular cluster, C47H95BClF3N7O10P2 overall in a non-equilibrium geometry.

Each line ends with the Löwdin charge.
Element x y z (Å)
C: -4.79 0.43 1.47  -0.121
C: -3.87 1.12 0.41  -0.234
C: -4.00 0.35 -0.95  -0.190
C: -2.60 0.02 -1.62  -0.156
C: -2.24 -1.45 -1.29  -0.096
C: -1.14 -2.16 -2.14  -0.242
C: -1.19 -3.68 -1.68  -0.182
F: 0.07 -4.35 -1.69  -0.051
C: -1.75 -3.98 -0.24  -0.177
C: -1.28 -5.41 0.21  -0.092
N: -1.45 -2.17 -3.56  0.098
B: -2.81 -2.21 -4.07  -0.721
O: -3.80 -3.11 -3.63  0.129
O: -3.16 -1.31 -5.08  0.046
C: -4.54 -0.95 -5.05  -0.075
C: -0.41 -2.46 -4.57  -0.338
N: -0.97 -3.26 -5.63  0.120
C: -0.78 -4.54 -5.64  -0.329
C: -1.68 -5.53 -4.86  -0.012
C: 0.29 -5.25 -6.46  -0.116
C: 0.97 -2.90 -4.03  -0.379
P: 2.24 -2.59 -5.40  0.933
P: 2.50 -0.46 -5.62  0.267
O: 3.09 0.18 -4.41  -0.352
O: 3.65 -0.33 -6.80  -0.448
O: 1.17 0.32 -6.12  -0.282
N: 1.37 -2.25 -2.71  0.105
C: 0.28 -1.51 -1.93  -0.196
C: 0.78 -1.69 -0.44  -0.097
C: 0.36 -0.59 0.58  -0.147
C: 0.12 -1.07 2.05  -0.382
C: 1.00 -2.27 2.50  -0.106
C: -1.39 -1.28 2.42  -0.063
C: 0.48 -0.06 -2.42  -0.136
C: 1.58 0.72 -1.92  -0.032
C: 1.75 2.00 -2.42  -0.158
N: 1.03 2.64 -3.32  0.102
C: 0.03 1.93 -3.82  -0.116
C: -0.23 0.62 -3.39  -0.046
H: -5.82 0.81 1.40  0.070
H: -4.42 0.53 2.50  0.061
H: -4.87 -0.66 1.26  0.062
H: -2.83 1.25 0.76  0.087
H: -4.30 2.12 0.26  0.099
H: -4.52 1.03 -1.64  0.107
H: -4.64 -0.54 -0.87  0.095
H: -2.73 0.25 -2.69  0.100
H: -1.90 0.75 -1.20  0.102
H: -3.19 -2.01 -1.28  0.107
H: -1.96 -1.40 -0.22  0.096
H: -1.84 -4.29 -2.33  0.138
H: -2.84 -3.93 -0.19  0.116
H: -1.32 -3.30 0.51  0.064
H: -1.86 -5.71 1.11  0.066
H: -0.24 -5.33 0.57  0.065
H: -1.34 -6.15 -0.60  0.076
H: -4.35 -2.72 -2.93  0.089
H: -4.97 -0.86 -4.04  0.081
H: -5.14 -1.62 -5.70  0.104
H: -4.61 0.06 -5.50  0.097
H: -0.21 -1.48 -5.07  0.106
H: -2.66 -5.11 -4.63  0.069
H: -1.13 -5.84 -3.95  0.079
H: -1.84 -6.41 -5.51  0.082
H: -0.18 -6.12 -6.94  0.061
H: 1.10 -5.54 -5.74  0.074
H: 0.72 -4.58 -7.21  0.062
H: 1.08 -3.99 -3.87  0.102
H: 3.46 -3.09 -4.88  -0.055
H: 3.33 -0.79 -7.65  -0.081
H: 0.72 -0.30 -6.74  0.040
H: 2.15 -1.61 -2.95  0.131
H: 1.81 -2.96 -2.13  0.158
H: 1.89 -1.64 -0.48  0.120
H: 0.55 -2.69 -0.05  0.099
H: 1.18 0.14 0.64  0.106
H: -0.51 0.02 0.27  0.097
H: 0.43 -0.21 2.68  0.123
H: 1.97 -2.32 2.00  0.069
H: 0.45 -3.19 2.23  0.064
H: 1.08 -2.31 3.60  0.036
H: -1.48 -0.99 3.48  0.065
H: -1.71 -2.32 2.32  0.071
H: -2.00 -0.55 1.86  0.051
H: 2.27 0.33 -1.16  0.110
H: 2.61 2.56 -2.02  0.110
H: -0.60 2.40 -4.58  0.121
H: -1.07 0.11 -3.88  0.102
O: 4.40 2.76 -4.36  -0.365
H: 4.02 1.87 -4.35  -0.139
F: -1.13 -2.34 5.58  0.013
C: -0.38 -2.33 6.70  -0.341
C: 0.89 -1.83 6.66  -0.072
C: 1.65 -1.82 7.83  -0.141
C: 1.13 -2.32 9.01  -0.123
C: -0.16 -2.83 9.03  -0.113
C: -0.92 -2.83 7.87  -0.085
H: 1.29 -1.45 5.73  0.093
H: 2.66 -1.42 7.81  0.076
H: 1.73 -2.32 9.91  0.102
H: -0.57 -3.23 9.95  0.100
H: -1.93 -3.22 7.87  0.074
Cl: 2.34 0.55 -8.49  -0.138
N: 4.01 -3.50 5.83  0.052
H: 4.96 -3.19 6.11  0.077
H: 3.89 -3.38 4.81  0.073
H: 3.89 -4.50 6.08  0.035
H: 3.30 -2.94 6.33  0.053
F: -1.38 -5.09 -8.40  -0.739
N: -1.77 -6.01 6.96  0.028
H: -2.71 -6.19 6.57  0.071
H: -1.84 -5.94 8.00  0.062
H: -1.12 -6.78 6.71  0.045
H: -1.40 -5.12 6.58  0.048
C: 5.53 9.43 -5.51  -0.008
C: 5.98 8.24 -6.38  -0.466
C: 7.09 7.47 -5.65  -0.140
C: 6.65 6.67 -4.42  -0.160
C: 5.19 6.20 -4.50  -0.129
C: 4.61 6.10 -5.91  -0.477
N: 4.77 7.41 -6.58  -0.021
O: 4.30 7.46 -7.71  0.135
C: 3.12 5.80 -5.75  -0.009
C: 5.26 4.95 -6.66  0.018
C: 6.59 8.80 -7.66  -0.029
H: 4.76 10.01 -6.02  0.093
H: 6.37 10.10 -5.31  0.093
H: 5.12 9.11 -4.56  0.085
H: 7.57 6.78 -6.36  0.110
H: 7.88 8.16 -5.36  0.124
H: 7.31 5.81 -4.31  0.117
H: 6.78 7.27 -3.52  0.107
H: 5.09 5.24 -3.99  0.115
H: 4.58 6.90 -3.92  0.113
H: 2.60 6.63 -5.27  0.087
H: 2.98 4.91 -5.13  0.088
H: 2.63 5.60 -6.71  0.093
H: 5.08 4.01 -6.08  0.082
H: 6.34 5.05 -6.78  0.083
H: 4.83 4.80 -7.65  0.101
H: 7.45 9.43 -7.41  0.094
H: 5.89 9.42 -8.22  0.087
H: 6.95 8.01 -8.32  0.096
C: -7.58 1.37 10.53  -0.114
O: -6.17 1.46 10.47  -0.202
C: -5.54 0.81 11.56  -0.203
C: -4.12 0.40 11.20  -0.181
O: -4.06 -0.77 10.41  -0.134
C: -4.46 -0.65 9.05  -0.179
C: -3.48 0.11 8.18  -0.202
O: -3.61 1.51 8.38  -0.200
C: -2.42 2.20 8.06  -0.110
H: -7.96 1.88 11.43  0.087
H: -7.98 1.86 9.65  0.088
H: -7.90 0.32 10.52  0.087
H: -6.11 -0.08 11.86  0.127
H: -5.51 1.52 12.40  0.127
H: -3.60 0.15 12.13  0.126
H: -3.57 1.23 10.74  0.121
H: -5.47 -0.24 8.97  0.121
H: -4.51 -1.68 8.67  0.120
H: -3.69 -0.10 7.12  0.130
H: -2.46 -0.22 8.42  0.116
H: -1.59 1.85 8.68  0.088
H: -2.59 3.26 8.27  0.088
H: -2.18 2.08 7.00  0.088

As for the total charge: -1. The calculation puts the gap between HOMO and LUMO at 1.26 eV.



The following is a DFT calculation (ωB97M-V/def2-TZVPD) of C47H98MgO31 as an isolated structure in a non-equilibrium geometry.

Each line ends with the Löwdin charge.
Element x y z (Å)
Mg: 1.93 3.14 0.30  0.771
C: -1.03 0.59 0.06  0.008
C: 0.06 1.48 0.34  -0.674
O: -0.22 2.64 0.81  -0.046
O: 1.24 1.16 -0.02  -0.055
H: -1.41 0.14 0.97  0.067
H: -0.71 -0.28 -0.51  0.077
H: -1.83 1.10 -0.57  0.100
C: 5.38 1.75 2.01  0.029
C: 4.08 2.38 1.59  -0.751
O: 3.07 2.26 2.20  0.021
O: 4.07 2.92 0.44  -0.083
H: 5.23 0.69 1.71  0.080
H: 5.45 1.83 3.07  0.060
H: 6.28 2.25 1.67  0.084
C: 2.43 6.04 1.67  -0.127
O: 1.56 5.17 1.00  -0.180
H: 3.38 5.55 1.89  0.085
H: 2.67 6.91 1.04  0.095
H: 2.09 6.29 2.65  0.074
H: 0.56 5.45 1.13  0.113
C: 4.81 2.96 -2.92  -0.085
O: 3.68 3.76 -3.40  -0.119
H: 4.65 2.67 -1.85  0.067
H: 4.88 2.01 -3.45  0.075
H: 5.78 3.45 -3.02  0.083
H: 3.88 4.69 -3.41  0.083
C: -2.26 0.80 4.32  -0.153
O: -3.09 -0.22 4.78  -0.108
H: -1.28 0.36 4.34  0.062
H: -2.55 1.25 3.36  0.078
H: -2.34 1.65 5.05  0.096
H: -3.95 -0.06 4.41  0.042
C: -3.62 -3.57 -1.92  -0.205
O: -2.71 -2.75 -1.34  -0.132
H: -4.47 -2.97 -2.17  0.072
H: -3.23 -4.06 -2.90  0.089
H: -3.84 -4.44 -1.31  0.076
H: -1.92 -3.31 -1.14  0.066
C: 0.46 3.95 -2.24  -0.065
O: 1.70 3.69 -1.61  -0.146
H: 0.26 5.02 -2.11  0.096
H: 0.58 3.63 -3.29  0.107
H: -0.38 3.39 -1.76  0.085
H: 2.32 3.64 -2.29  0.013
C: 7.86 -1.16 -1.02  -0.162
O: 7.35 -2.24 -0.29  -0.128
H: 7.12 -0.36 -0.96  0.059
H: 8.76 -0.85 -0.48  0.083
H: 8.01 -1.33 -2.12  0.092
H: 6.50 -2.42 -0.68  0.020
C: -1.97 6.22 0.01  -0.124
O: -1.08 6.02 1.09  -0.135
H: -1.98 5.35 -0.63  0.060
H: -2.96 6.38 0.39  0.075
H: -1.78 7.13 -0.61  0.103
H: -1.60 5.49 1.74  0.068
C: -3.19 5.77 4.21  -0.120
O: -2.44 4.91 3.35  -0.153
H: -4.24 5.50 4.15  0.081
H: -2.84 5.74 5.25  0.082
H: -2.96 6.82 4.01  0.082
H: -1.85 4.41 3.92  0.049
C: -0.65 -6.02 -0.25  -0.129
O: -0.53 -4.64 -0.55  -0.155
H: -1.13 -6.23 0.71  0.077
H: -1.14 -6.47 -1.06  0.056
H: 0.30 -6.63 -0.13  0.100
H: 0.38 -4.44 -0.85  0.045
C: 3.17 -5.10 -2.24  -0.102
O: 2.23 -4.47 -1.35  -0.155
H: 2.80 -5.15 -3.27  0.067
H: 4.11 -4.57 -2.30  0.070
H: 3.28 -6.19 -1.96  0.109
H: 2.64 -4.57 -0.49  0.034
C: 3.87 -0.79 -1.21  -0.124
O: 4.65 -1.97 -1.30  -0.134
H: 3.04 -0.78 -0.45  0.089
H: 4.61 -0.01 -0.89  0.084
H: 3.47 -0.46 -2.25  0.092
H: 4.09 -2.71 -1.57  0.051
O: -3.05 2.76 -1.77  0.074
C: -3.72 2.97 -0.77  -0.473
O: -4.97 3.48 -0.96  0.009
C: -5.81 3.20 0.24  -0.096
C: -4.72 3.18 1.34  -0.143
C: -3.53 2.50 0.62  -0.092
H: -6.23 2.12 0.18  0.146
H: -6.67 3.86 0.34  0.116
H: -5.03 2.54 2.18  0.100
H: -4.42 4.19 1.60  0.100
H: -3.62 1.40 0.64  0.118
H: -2.56 2.74 1.04  0.098
O: 0.00 4.63 4.87  0.130
C: 0.81 3.83 5.17  -0.489
O: 0.49 2.63 5.74  0.015
C: 1.66 1.74 5.47  -0.120
C: 2.86 2.69 5.43  -0.144
C: 2.23 3.84 4.66  -0.092
H: 1.50 1.28 4.48  0.119
H: 1.62 0.97 6.22  0.120
H: 3.78 2.21 4.97  0.124
H: 3.08 2.98 6.49  0.125
H: 2.18 3.48 3.63  0.096
H: 2.69 4.86 4.71  0.144
O: -1.91 -1.64 -5.02  0.128
C: -0.94 -1.41 -4.38  -0.472
O: -0.32 -2.42 -3.75  0.021
C: 0.74 -1.86 -2.89  -0.108
C: 1.04 -0.47 -3.38  -0.167
C: -0.25 -0.06 -4.04  -0.055
H: 1.57 -2.54 -3.08  0.113
H: 0.42 -1.94 -1.85  0.125
H: 1.87 -0.43 -4.09  0.120
H: 1.41 0.17 -2.58  0.092
H: -0.10 0.52 -4.96  0.142
H: -0.93 0.42 -3.37  0.095
O: -5.16 0.16 2.40  0.078
C: -5.50 -0.98 2.15  -0.502
O: -6.33 -1.66 2.88  0.075
C: -6.41 -3.02 2.37  -0.119
C: -5.30 -3.19 1.34  -0.148
C: -4.86 -1.75 0.98  -0.043
H: -7.43 -3.21 2.00  0.128
H: -6.28 -3.75 3.17  0.123
H: -5.77 -3.73 0.50  0.109
H: -4.55 -3.87 1.73  0.110
H: -5.33 -1.46 0.02  0.131
H: -3.76 -1.61 0.92  0.112
O: 1.75 -2.64 4.65  0.079
C: 0.71 -2.51 4.03  -0.451
O: -0.43 -3.13 4.43  0.027
C: -1.48 -2.95 3.41  -0.119
C: -0.84 -2.30 2.21  -0.140
C: 0.49 -1.73 2.71  -0.061
H: -2.26 -2.36 3.96  0.121
H: -1.88 -3.92 3.22  0.105
H: -1.52 -1.55 1.86  0.068
H: -0.63 -2.99 1.34  0.122
H: 0.42 -0.66 3.01  0.119
H: 1.40 -1.85 2.12  0.090
O: 2.69 -3.64 1.21  0.066
C: 3.74 -3.30 1.75  -0.440
O: 4.72 -4.18 1.92  0.053
C: 5.90 -3.55 2.51  -0.119
C: 5.39 -2.29 3.19  -0.127
C: 4.27 -1.94 2.24  -0.073
H: 6.66 -3.37 1.78  0.103
H: 6.30 -4.27 3.19  0.117
H: 6.19 -1.56 3.08  0.112
H: 5.18 -2.35 4.26  0.129
H: 4.61 -1.47 1.31  0.105
H: 3.40 -1.47 2.74  0.119
O: 0.81 -4.06 -7.12  0.140
C: 0.25 -4.56 -6.21  -0.470
O: 1.00 -5.15 -5.20  -0.012
C: 0.17 -5.58 -4.09  -0.153
C: -1.27 -5.53 -4.59  -0.130
C: -1.20 -4.69 -5.87  -0.077
H: 0.33 -4.92 -3.21  0.103
H: 0.36 -6.62 -3.97  0.114
H: -1.85 -5.07 -3.80  0.077
H: -1.74 -6.47 -4.94  0.123
H: -1.68 -3.76 -5.82  0.077
H: -1.72 -5.14 -6.73  0.140
O: -6.21 2.20 -5.99  0.128
C: -5.38 1.87 -5.20  -0.521
O: -5.51 0.73 -4.51  0.050
C: -4.28 0.44 -3.89  -0.169
C: -3.23 1.34 -4.53  -0.142
C: -4.06 2.56 -5.03  -0.044
H: -4.06 -0.60 -4.16  0.115
H: -4.33 0.52 -2.81  0.117
H: -2.79 0.83 -5.38  0.111
H: -2.49 1.70 -3.85  0.067
H: -3.73 3.07 -5.96  0.134
H: -4.20 3.33 -4.32  0.101

The calculation puts the gap between HOMO and LUMO at 9.52 eV.



no.,E_HOMO (eV)
1,-2.47
2,-9.41